# CHCdF4NO3S

A structure of composition CHCdF4NO3S in a non-equilibrium geometry (the ωB97M-V functional and the def2-TZVPD basis, the OMol25 dataset).

The calculation puts the calculated total energy at -1284.52741 Ha. Its charge is 0.

Last column: Mulliken charge in e.
Element x y z (Å)
N -0.6690 -0.8520 -0.0298  -0.442
S 0.1174 0.4193 -0.3796  1.358
O 1.1674 0.1192 -1.4039  -0.718
O -0.4999 1.7296 -0.4035  -0.518
C -2.0810 -0.7011 0.1103  0.827
F -2.4197 0.0551 1.1772  -0.266
F -2.7844 -0.1952 -0.9257  -0.246
F -2.5994 -1.9184 0.3241  -0.258
F 4.6315 0.1326 -0.7458  -0.740
Cd 2.8840 0.1501 -0.3863  1.221
O 1.2799 0.3923 0.8938  -0.522
H 0.9731 0.6685 1.7693  0.304